Density functional theory data (ωB97M-V with the def2-TZVPD basis set) for 6 unconnected molecules or ions with the total composition C33H62FN6O7S.

Bonds (Å) are listed after each position.
Positions of all 110 atoms, in Å:
1 O -1.857 -6.544 2.332  C2 1.248
2 C -1.456 -6.564 3.513  O1 1.248, O3 1.241, C4 1.520
3 O -2.113 -6.706 4.556  C2 1.241
4 C 0.036 -6.345 3.703  C2 1.520, C5 1.385, C9 1.395
5 C 0.817 -7.294 4.340  C4 1.385, C6 1.390, H19 1.079
6 C 2.183 -7.103 4.514  C5 1.390, C7 1.391, H20 1.078
7 C 2.768 -5.935 4.034  C6 1.391, C8 1.389, H21 1.080
8 C 1.983 -4.985 3.394  C7 1.389, C9 1.386, S18 1.782
9 C 0.623 -5.179 3.212  C4 1.395, C8 1.386, N10 1.417
10 N -0.238 -4.261 2.559  C9 1.417, C11 1.410, H22 1.025
11 C 0.320 -3.472 1.532  N10 1.410, C12 1.397, C17 1.394
12 C -0.512 -3.052 0.492  C11 1.397, C13 1.386, H23 1.079
13 C -0.038 -2.241 -0.529  C12 1.386, C14 1.379, H24 1.078
14 C 1.285 -1.851 -0.518  C13 1.379, F15 1.355, C16 1.382
15 F 1.771 -1.072 -1.514  C14 1.355
16 C 2.144 -2.239 0.492  C14 1.382, C17 1.391, H25 1.077
17 C 1.646 -3.042 1.512  C11 1.394, C16 1.391, S18 1.779
18 S 2.751 -3.477 2.837  C8 1.782, C17 1.779
19 H 0.374 -8.198 4.728  C5 1.079
20 H 2.805 -7.836 5.003  C6 1.078
21 H 3.830 -5.777 4.154  C7 1.080
22 H -0.988 -4.827 2.149  N10 1.025
23 H -1.549 -3.350 0.502  C12 1.079
24 H -0.700 -1.926 -1.319  C13 1.078
25 H 3.170 -1.910 0.486  C16 1.077
26 C 3.294 3.148 -2.933  C27 1.525, H32 1.089, H33 1.090, H34 1.093
27 C 3.784 4.002 -1.768  C26 1.525, C28 1.536, N31 1.465, H35 1.095
28 C 5.072 3.479 -1.114  C27 1.536, O29 1.411, H36 1.094, H37 1.099
29 O 4.895 2.364 -0.268  C28 1.411, C30 1.418
30 C 4.868 1.105 -0.920  O29 1.418, H38 1.094, H39 1.092, H40 1.090
31 N 2.692 4.158 -0.803  C27 1.465, H41 1.016, H42 1.017
32 H 2.826 2.223 -2.599  C26 1.089
33 H 2.545 3.693 -3.508  C26 1.090
34 H 4.116 2.892 -3.606  C26 1.093
35 H 4.018 4.995 -2.165  C27 1.095
36 H 5.469 4.270 -0.472  C28 1.094
37 H 5.839 3.264 -1.871  C28 1.099
38 H 5.548 1.084 -1.777  C30 1.094
39 H 3.857 0.846 -1.242  C30 1.092
40 H 5.191 0.355 -0.200  C30 1.090
41 H 2.977 4.809 -0.076  N31 1.016
42 H 2.578 3.273 -0.317  N31 1.017
43 C -4.151 -2.508 6.933  C44 1.528, H49 1.091, H50 1.090, H51 1.095
44 C -3.222 -3.326 6.038  C43 1.528, C45 1.536, N48 1.462, H52 1.095
45 C -2.653 -2.532 4.852  C44 1.536, O46 1.421, H53 1.090, H54 1.101
46 O -3.562 -2.318 3.782  C45 1.421, C47 1.408
47 C -4.436 -1.226 3.944  O46 1.408, H55 1.095, H56 1.094, H57 1.092
48 N -3.909 -4.549 5.627  C44 1.462, H58 1.027, H59 1.017
49 H -5.133 -2.361 6.479  C43 1.091
50 H -4.308 -3.024 7.880  C43 1.090
51 H -3.726 -1.524 7.156  C43 1.095
52 H -2.364 -3.626 6.647  C44 1.095
53 H -1.830 -3.104 4.423  C45 1.090
54 H -2.238 -1.568 5.185  C45 1.101
55 H -3.952 -0.397 4.472  C47 1.095
56 H -5.346 -1.515 4.479  C47 1.094
57 H -4.726 -0.883 2.949  C47 1.092
58 H -3.257 -5.166 5.127  N48 1.027
59 H -4.598 -4.290 4.925  N48 1.017
60 C -6.769 -4.325 12.744  C61 1.525, H66 1.090, H67 1.090, H68 1.092
61 C -6.922 -3.241 11.682  C60 1.525, C62 1.536, N65 1.467, H69 1.094
62 C -6.300 -3.607 10.326  C61 1.536, O63 1.411, H70 1.094, H71 1.098
63 O -4.894 -3.502 10.276  C62 1.411, C64 1.416
64 C -4.184 -4.628 10.759  O63 1.416, H72 1.093, H73 1.094, H74 1.089
65 N -6.396 -1.978 12.210  C61 1.467, H75 1.016, H76 1.017
66 H -5.755 -4.365 13.141  C60 1.090
67 H -7.436 -4.124 13.583  C60 1.090
68 H -7.019 -5.308 12.342  C60 1.092
69 H -7.994 -3.105 11.507  C61 1.094
70 H -6.668 -2.895 9.582  C62 1.094
71 H -6.620 -4.604 9.998  C62 1.098
72 H -4.710 -5.560 10.537  C64 1.093
73 H -4.001 -4.554 11.835  C64 1.094
74 H -3.218 -4.646 10.255  C64 1.089
75 H -6.591 -1.234 11.547  N65 1.016
76 H -5.382 -2.049 12.213  N65 1.017
77 C 0.486 5.945 -5.124  C78 1.525, H83 1.090, H84 1.090, H85 1.092
78 C 1.322 5.041 -6.022  C77 1.525, C79 1.535, N82 1.465, H86 1.094
79 C 1.675 5.668 -7.378  C78 1.535, O80 1.417, H87 1.093, H88 1.098
80 O 0.622 5.677 -8.327  C79 1.417, C81 1.416
81 C -0.292 6.752 -8.209  O80 1.416, H89 1.094, H90 1.092, H91 1.090
82 N 0.639 3.752 -6.166  C78 1.465, H92 1.016, H93 1.017
83 H -0.554 5.995 -5.448  C77 1.090
84 H 0.486 5.562 -4.103  C77 1.090
85 H 0.888 6.961 -5.101  C77 1.092
86 H 2.269 4.858 -5.506  C78 1.094
87 H 2.464 5.063 -7.834  C79 1.093
88 H 2.082 6.680 -7.253  C79 1.098
89 H 0.209 7.669 -7.886  C81 1.094
90 H -1.101 6.514 -7.515  C81 1.092
91 H -0.729 6.921 -9.193  C81 1.090
92 H 1.239 3.107 -6.672  N82 1.016
93 H -0.157 3.890 -6.783  N82 1.017
94 C 5.083 3.754 -11.209  C95 1.525, H100 1.090, H101 1.090, H102 1.092
95 C 3.719 4.254 -10.744  C94 1.525, C96 1.535, N99 1.465, H103 1.095
96 C 2.632 4.191 -11.828  C95 1.535, O97 1.416, H104 1.093, H105 1.098
97 O 2.715 5.211 -12.806  C96 1.416, C98 1.414
98 C 3.611 4.959 -13.870  O97 1.414, H106 1.094, H107 1.093, H108 1.090
99 N 3.867 5.601 -10.187  C95 1.465, H109 1.017, H110 1.017
100 H 5.585 4.477 -11.851  C94 1.090
101 H 5.732 3.583 -10.349  C94 1.090
102 H 4.994 2.813 -11.756  C94 1.092
103 H 3.389 3.596 -9.934  C95 1.095
104 H 1.664 4.333 -11.342  C96 1.093
105 H 2.611 3.204 -12.309  C96 1.098
106 H 3.633 3.897 -14.133  C98 1.094
107 H 4.623 5.296 -13.632  C98 1.093
108 H 3.263 5.524 -14.734  C98 1.090
109 H 2.975 5.885 -9.789  N99 1.017
110 H 4.007 6.241 -10.964  N99 1.017

Its molar mass is 705.959 g/mol. As for the HOMO energy: -4.74 eV. As for the net charge: -1. The lowest unoccupied orbital energy is 1.717 eV.